Record 1
A molecular structure, C47H40BaBrF5N11O3P2S2 in a non-equilibrium geometry. Source: the Open Molecules 2025 dataset; level of theory: ωB97M-V with the def2-TZVPD basis set.

Calculated values
relative energy (zero: lowest compared OMol25 entry of this formula, charge and spin): 0.0654 eV
E_HOMO: -3.071 eV
charge: -1
calculated total energy: -7221.0218 hartree
orbital gap: 2.59 eV

Cartesian coordinates (Å):
Ba: -0.01582 0.41608 -0.13729
S: -1.68304 2.56246 1.55556
C: -0.80300 2.81206 3.04256
C: -1.56006 3.41326 4.10224
N: -2.20452 3.91083 4.92016
C: 0.50934 2.49192 3.26778
S: 1.64107 1.81827 2.13686
C: 1.04984 2.71320 4.58248
N: 1.51952 2.83749 5.62908
F: -6.09700 2.73503 -3.06367
C: -4.88305 3.29745 -3.27581
C: -3.76715 2.72140 -2.73956
C: -2.51724 3.26619 -3.01350
C: -1.33742 2.62930 -2.38752
O: -1.55604 1.71226 -1.59850
C: -0.05432 3.16596 -2.77327
C: -0.04445 4.24645 -3.58743
N: -1.13692 4.86700 -4.12711
C: -0.96646 5.97621 -5.02401
C: 0.11198 5.90610 -6.05652
C: -1.32645 5.79608 -6.47342
C: -2.40028 4.38263 -3.84534
C: -3.56046 4.99172 -4.33566
C: -4.80206 4.45156 -4.05143
N: -5.96178 5.11129 -4.56700
C: -7.22732 5.02746 -3.85676
C: -8.10404 6.21118 -4.35023
N: -7.19903 7.10589 -5.14196
C: -6.80424 6.43115 -6.41970
C: -6.17630 5.07339 -6.00453
C: 1.33683 2.58573 -2.42408
O: 2.30206 3.24746 -2.79974
O: 1.32464 1.46178 -1.84756
H: -3.82946 1.83706 -2.11972
H: 0.92090 4.66200 -3.84606
H: -1.16361 6.94708 -4.58043
H: 0.70401 5.00293 -6.09239
H: 0.65317 6.81493 -6.27480
H: -1.67823 4.81670 -6.76897
H: -1.78206 6.63126 -6.98962
H: -3.49703 5.89839 -4.92299
H: -7.04334 5.10616 -2.78820
H: -7.75851 4.09088 -4.04108
H: -8.53571 6.78637 -3.53521
H: -8.89986 5.88513 -5.01632
H: -6.31795 7.10248 -4.59648
H: -7.55422 8.04878 -5.26979
H: -6.10287 7.08595 -6.93321
H: -7.69699 6.30907 -7.02840
H: -5.22964 4.92194 -6.51438
H: -6.84541 4.25106 -6.28551
F: 5.99462 -5.67701 -1.32289
C: 5.14716 -4.89205 -0.65683
C: 5.15439 -4.88255 0.72319
F: 6.00962 -5.66226 1.38792
C: 4.26643 -4.06538 1.39941
F: 4.31716 -4.11256 2.73175
C: 3.36090 -3.23994 0.74450
P: 2.15140 -2.18754 1.67464
C: 3.23049 -1.35500 2.87966
C: 2.63703 -0.78822 4.00692
C: 3.37384 -0.00267 4.87760
C: 4.71096 0.25161 4.61290
C: 5.30175 -0.27649 3.47510
C: 4.56586 -1.07389 2.61116
C: 1.34279 -3.55611 2.59315
C: 0.46549 -4.33080 1.82987
C: -0.16362 -5.43543 2.37992
C: 0.04269 -5.75703 3.71590
C: 0.88591 -4.97334 4.48863
C: 1.54323 -3.88467 3.92851
C: 3.36517 -3.27786 -0.65393
Br: 2.15058 -2.29011 -1.70324
C: 4.25011 -4.09268 -1.34146
F: 4.26517 -4.14373 -2.67522
H: 1.57550 -0.91649 4.18625
H: 2.88534 0.46148 5.72386
H: 5.28010 0.89196 5.27453
H: 6.33704 -0.05605 3.24609
H: 5.04077 -1.46028 1.71668
H: 0.26788 -4.05718 0.79782
H: -0.83516 -6.02902 1.77224
H: -0.46278 -6.60915 4.15319
H: 1.04899 -5.21421 5.53184
H: 2.22474 -3.30045 4.53270
N: -3.96562 -0.41708 -4.31310
C: -3.42199 -1.25622 -3.72046
N: -2.85265 -2.27442 -3.08680
C: -2.02032 -1.92717 -2.14299
N: -1.28067 -1.64941 -1.28304
C: -3.32029 -1.88074 5.00502
N: -2.79752 -0.59077 4.58616
C: -3.83208 0.12592 3.84090
N: -4.38258 -0.63788 2.71464
C: -4.84951 -1.92695 3.20110
N: -3.83898 -2.70956 3.91348
C: -2.75765 -3.12305 3.01206
P: -1.84532 -1.71172 2.20741
C: -1.58483 -0.74708 3.77819
C: -3.37721 -0.80528 1.65887
H: -4.14339 -1.70332 5.70380
H: -2.53375 -2.43427 5.52468
H: -3.41840 1.06238 3.46346
H: -4.65215 0.34833 4.52953
H: -5.22056 -2.51407 2.35672
H: -5.67704 -1.74802 3.89452
H: -3.17446 -3.76631 2.23066
H: -2.04270 -3.72794 3.57548
H: -1.18632 0.24040 3.52680
H: -0.82400 -1.26159 4.37592
H: -3.81708 -1.35511 0.82096
H: -3.08872 0.18475 1.29679

Here are the Löwdin charges for atoms 1 to 99, given in e:
1 Ba 1.458
2 S 0.415
3 C -0.834
4 C -0.335
5 N 0.121
6 C -0.827
7 S 0.424
8 C -0.315
9 N 0.130
10 F 0.064
11 C -0.187
12 C 0.101
13 C -0.025
14 C -0.299
15 O -0.229
16 C -0.002
17 C 0.040
18 N 0.001
19 C -0.272
20 C -0.082
21 C -0.106
22 C -0.120
23 C 0.051
24 C -0.158
25 N -0.134
26 C -0.125
27 C -0.067
28 N 0.028
29 C -0.075
30 C -0.109
31 C -0.639
32 O 0.012
33 O -0.324
34 H 0.143
35 H 0.139
36 H 0.150
37 H 0.113
38 H 0.106
39 H 0.112
40 H 0.094
41 H 0.110
42 H 0.142
43 H 0.128
44 H 0.132
45 H 0.130
46 H 0.180
47 H 0.181
48 H 0.130
49 H 0.128
50 H 0.132
51 H 0.137
52 F 0.124
53 C -0.139
54 C -0.137
55 F 0.121
56 C -0.223
57 F 0.111
58 C -0.314
59 P 1.080
60 C -0.407
61 C -0.150
62 C -0.087
63 C -0.081
64 C -0.084
65 C -0.097
66 C -0.378
67 C -0.130
68 C -0.101
69 C -0.104
70 C -0.084
71 C -0.087
72 C -0.580
73 Br 0.842
74 C -0.269
75 F 0.072
76 H 0.094
77 H 0.091
78 H 0.100
79 H 0.098
80 H 0.103
81 H 0.100
82 H 0.105
83 H 0.098
84 H 0.100
85 H 0.099
86 N 0.058
87 C -0.442
88 N 0.030
89 C -0.413
90 N -0.081
91 C -0.208
92 N -0.142
93 C -0.182
94 N -0.148
95 C -0.214
96 N -0.155
97 C -0.339
98 P 0.977
99 C -0.323

Record 2
2 unconnected molecules or ions with the total composition C4H9N in a non-equilibrium geometry. Source: the Open Molecules 2025 dataset; level of theory: ωB97M-V with the def2-TZVPD basis set.

Calculated values
relative energy (zero: lowest compared OMol25 entry of this formula, charge and spin): 1.9159 eV
E_HOMO: -8.054 eV
structure (SMILES): C=CN.C=C
calculated total energy: -212.4808 hartree
orbital gap: 9.25 eV

Cartesian coordinates (Å):
C: -1.82616 1.00313 0.32284
C: -2.17189 -0.27189 0.31621
N: -1.29386 -1.26873 -0.06727
H: -0.84868 1.29715 -0.03993
H: -2.48974 1.79636 0.62930
H: -3.11763 -0.68867 0.63617
H: -1.56749 -2.21219 -0.25765
H: -0.30777 -1.10164 -0.18089
C: 1.98079 0.29114 0.38984
C: 2.48901 0.13554 -0.82925
H: 1.06614 0.77566 0.68076
H: 2.63909 -0.14008 1.15141
H: 1.89445 0.24393 -1.73158
H: 3.55374 0.14030 -1.01995

Löwdin charges in e:
1 C -0.043
2 C -0.299
3 N 0.035
4 H 0.029
5 H 0.038
6 H 0.102
7 H 0.075
8 H 0.055
9 C -0.079
10 C -0.078
11 H 0.023
12 H 0.054
13 H 0.043
14 H 0.046

Record 3
A molecular structure, C22H12F5GdI2N4O6S3 in a non-equilibrium geometry. Source: the Open Molecules 2025 dataset; level of theory: ωB97M-V with the def2-TZVPD basis set.

Calculated values
<S²>: 16.02
relative energy (zero: lowest compared OMol25 entry of this formula, charge and spin): 0.0000 eV
E_HOMO (alpha / beta): -7.935 / -7.923 eV
calculated total energy: -4570.8933 hartree
orbital gap (alpha / beta): 7.36 / 3.99 eV
multiplicity: 8

Cartesian coordinates (Å):
Gd: 0.50463 0.15368 -0.41533
F: -5.85421 -2.72883 0.01188
C: -4.91834 -1.80192 0.17075
C: -3.58267 -2.12245 -0.00282
F: -3.22099 -3.35148 -0.35211
C: -2.62989 -1.13962 0.16761
F: -1.33474 -1.49540 -0.02369
C: -2.94343 0.17474 0.48918
S: -1.72987 1.42163 0.72924
C: -4.29662 0.46636 0.64355
F: -4.66859 1.70991 0.94307
C: -5.27352 -0.50089 0.49196
F: -6.55569 -0.18596 0.65133
O: 3.60665 -0.08343 -0.71167
C: 2.98599 -0.12900 0.33556
O: 2.10388 0.75117 0.69821
C: 3.05364 -1.32339 1.26546
C: 4.07893 -1.60578 2.15626
C: 3.98710 -2.69990 3.00195
C: 2.86177 -3.50360 3.00582
C: 1.83719 -3.21124 2.12609
C: 1.93521 -2.15047 1.23672
N: 0.60469 -3.99861 2.16498
O: -0.38885 -3.50378 1.66058
O: 0.63757 -5.08205 2.70870
H: 4.94490 -0.95825 2.19894
H: 4.78998 -2.91445 3.69397
H: 2.74861 -4.32296 3.70060
H: 1.13668 -2.00560 0.50509
I: -0.43698 0.20421 2.46170
I: 0.84849 -0.99994 4.72491
N: -1.00502 6.03713 0.58885
C: -0.74825 4.99823 -0.21952
C: -1.69398 4.68508 -1.28438
C: -1.45548 3.60596 -2.11109
C: -0.30621 2.84790 -1.94041
C: 0.65022 3.15208 -0.90805
C: 0.40709 4.22545 -0.05490
S: -0.20226 1.28876 -2.77092
O: -0.66544 1.34844 -4.11782
O: -1.01184 0.40850 -1.87583
N: 1.30470 0.84885 -2.53050
C: 1.61341 -0.46523 -2.76230
S: 2.53519 -0.99124 -4.11909
C: 2.45414 -2.60918 -3.52906
C: 1.75868 -2.65210 -2.37557
N: 1.27402 -1.44120 -1.94009
H: -1.82742 6.60207 0.45340
H: -0.36691 6.27935 1.32869
H: -2.58517 5.28523 -1.41139
H: -2.15891 3.33292 -2.88750
H: 1.59498 2.63507 -0.85743
H: 1.11288 4.47293 0.72873
H: 2.92756 -3.42100 -4.05409
H: 1.56250 -3.53668 -1.78822

Löwdin charges in e:
1 Gd 1.197
2 F 0.143
3 C -0.127
4 C -0.129
5 F 0.144
6 C -0.239
7 F -0.057
8 C -0.497
9 S 0.491
10 C -0.223
11 F 0.099
12 C -0.133
13 F 0.135
14 O 0.102
15 C -0.629
16 O -0.251
17 C -0.122
18 C 0.003
19 C -0.057
20 C -0.040
21 C -0.199
22 C -0.046
23 N -0.339
24 O 0.056
25 O 0.096
26 H 0.129
27 H 0.115
28 H 0.126
29 H 0.063
30 I 0.558
31 I 0.012
32 N 0.126
33 C -0.303
34 C 0.008
35 C -0.072
36 C -0.319
37 C -0.108
38 C -0.018
39 S 0.612
40 O -0.241
41 O -0.479
42 N -0.213
43 C -0.765
44 S 1.137
45 C -0.355
46 C -0.192
47 N -0.069
48 H 0.109
49 H 0.110
50 H 0.112
51 H 0.127
52 H 0.090
53 H 0.125
54 H 0.074
55 H 0.123

Record 4
A single C5H4N2 molecule in a non-equilibrium geometry. Source: the Open Molecules 2025 dataset; level of theory: ωB97M-V with the def2-TZVPD basis set.

Calculated values
relative energy (zero: lowest compared OMol25 entry of this formula, charge and spin): 2.7641 eV
E_HOMO: -8.585 eV
structure (SMILES): C#Cc1cn[nH]c1
calculated total energy: -302.3267 hartree
orbital gap: 9.48 eV

Cartesian coordinates (Å):
C: 2.65575 -0.37491 -0.15532
C: 1.53424 -0.08561 0.15915
C: 0.20855 0.13373 0.50811
C: -0.30691 1.22173 -0.22886
N: -1.51192 1.00229 -0.67960
N: -1.81841 -0.19897 -0.16005
C: -0.84515 -0.78341 0.55872
H: 3.64574 -0.70519 -0.24465
H: 0.18567 2.16157 -0.41978
H: -2.71075 -0.59820 -0.33530
H: -1.04263 -1.76314 0.97572

Löwdin charges in e:
1 C 0.121
2 C -0.150
3 C -0.247
4 C -0.137
5 N 0.056
6 N -0.027
7 C -0.018
8 H 0.012
9 H 0.120
10 H 0.142
11 H 0.128

Record 5
4 unconnected molecules or ions with the total composition C15H29ClNO5 in a non-equilibrium geometry. Source: the Open Molecules 2025 dataset; level of theory: ωB97M-V with the def2-TZVPD basis set.

Calculated values
relative energy (zero: lowest compared OMol25 entry of this formula, charge and spin): 0.0000 eV
E_HOMO: -11.378 eV
charge: +1
calculated total energy: -1479.7191 hartree
orbital gap: 8.17 eV

Cartesian coordinates (Å):
O: 3.50797 2.02121 -0.83877
C: 3.40691 3.29178 -1.24211
Cl: 4.85485 4.46922 -0.94451
C: 2.07849 3.94315 -1.96765
C: 0.97891 2.82724 -2.46735
C: 0.03170 2.21892 -1.26335
O: -0.81148 3.23418 -0.60276
C: -1.74784 3.86569 -1.58290
C: -0.87428 4.51586 -2.83230
N: 0.03653 3.45564 -3.48112
H: 1.61594 4.79007 -1.26994
H: 2.48544 4.52361 -2.92444
H: 1.59907 1.91632 -2.89416
H: 0.62101 1.55087 -0.48311
H: -0.72631 1.46795 -1.79838
H: -2.38341 4.73583 -1.08736
H: -2.54288 3.08197 -1.99937
H: -1.54508 4.98893 -3.67864
H: -0.25443 5.41816 -2.37216
H: 0.58801 3.86114 -4.27519
H: -0.63260 2.68887 -3.79069
C: -1.69357 -1.11440 2.65830
C: -0.46009 -0.38445 2.19833
O: -0.09258 -0.42776 1.02535
C: 0.30634 0.40070 3.22898
H: -2.14396 -1.63740 1.80801
H: -1.42689 -1.85091 3.42050
H: -2.42060 -0.40174 3.05558
H: 0.66214 -0.26832 4.01657
H: -0.33157 1.18085 3.65165
H: 1.17194 0.87466 2.75419
C: -1.08740 -5.33204 6.06133
C: -0.30770 -4.76990 4.90290
O: -0.84008 -4.03813 4.06989
C: 1.14865 -5.13758 4.80311
H: -2.12381 -4.98274 6.00475
H: -1.08346 -6.42407 6.01683
H: -0.65323 -4.98795 7.00334
H: 1.25219 -6.22092 4.70253
H: 1.68242 -4.78481 5.68904
H: 1.58359 -4.66031 3.91859
C: -1.38740 -1.98814 -2.97526
C: -0.60770 -1.42599 -4.13369
O: -1.14008 -0.69423 -4.96669
C: 0.84865 -1.79368 -4.23348
H: -2.42381 -1.63884 -3.03183
H: -1.38346 -3.08016 -3.01975
H: -0.95323 -1.64405 -2.03324
H: 0.95219 -2.87702 -4.33406
H: 1.38242 -1.44091 -3.34755
H: 1.28359 -1.31641 -5.11799

Löwdin charges in e:
1 O -0.048
2 C -0.553
3 Cl 0.563
4 C -0.107
5 C -0.213
6 C -0.113
7 O -0.175
8 C -0.125
9 C -0.088
10 N 0.047
11 H 0.147
12 H 0.140
13 H 0.186
14 H 0.154
15 H 0.148
16 H 0.161
17 H 0.152
18 H 0.159
19 H 0.152
20 H 0.192
21 H 0.197
22 C -0.017
23 C -0.480
24 O 0.017
25 C -0.019
26 H 0.088
27 H 0.062
28 H 0.089
29 H 0.090
30 H 0.088
31 H 0.081
32 C -0.023
33 C -0.482
34 O 0.035
35 C -0.024
36 H 0.086
37 H 0.089
38 H 0.088
39 H 0.089
40 H 0.088
41 H 0.084
42 C -0.021
43 C -0.503
44 O 0.028
45 C -0.025
46 H 0.086
47 H 0.094
48 H 0.080
49 H 0.093
50 H 0.083
51 H 0.084

The highest calculated total energy belongs to which entry? C4H9N